(1)
Entry from OMol25: a molecular structure, C5H13NO2 (the ωB97M-V functional and the def2-TZVPD basis).

Results
Total charge ... 0
HOMO level ... -8.5 eV
E_tot ... -10974.8589 eV
Frontier orbital gap ... 0.34463 Ha

Geometry as XYZ:
```
21
Properties=species:S:1:pos:R:3:forces:R:3:mulliken_charge:R:1
O -0.562004 2.498368 0.183936 0.74 -0.25 -0.18 -0.45
O -0.337884 1.122329 -0.253662 0.67 0.48 0.87 -0.39
N 1.793093 0.429196 1.193471 -0.43 0.03 -0.23 -0.63
C -2.260998 -1.149929 0.713592 0.42 -0.28 0.22 -1.06
C 0.493761 -1.061807 -0.201495 -2.65 -0.09 -0.46 -1.78
C 1.221368 0.157572 -0.055081 -0.38 2.12 0.20 1.69
C -1.531094 -0.688086 -0.518975 0.99 -2.01 -0.67 -0.10
C 2.020762 0.696721 -1.214970 0.03 -0.05 0.03 -1.58
H 2.998036 0.205402 -1.254222 -0.06 0.03 0.03 0.38
H -2.328327 -0.353313 1.456433 0.00 -0.01 0.02 0.23
H 1.157190 0.235893 1.957222 0.11 -0.09 -0.01 0.22
H -1.758097 -2.007182 1.168865 -0.12 0.07 0.09 0.29
H 2.168053 1.775053 -1.112438 -0.01 -0.12 0.06 0.39
H -2.097606 0.104957 -0.997959 0.82 0.46 0.13 0.35
H -1.438354 -1.454097 -1.283137 -0.46 -0.37 0.13 0.31
H 0.705071 -1.641930 -1.092197 0.06 0.09 0.00 0.41
H 2.152342 1.371474 1.275199 -0.04 0.00 -0.07 0.27
H -3.281002 -1.473392 0.472811 0.09 0.17 -0.08 0.35
H 1.501495 0.520747 -2.155566 -0.04 -0.03 0.10 0.37
H 0.406873 -1.679064 0.687798 0.05 0.08 -0.01 0.46
H -1.022682 2.391088 1.030374 0.21 -0.22 -0.18 0.29
```
Forces are in eV/Å.

***

(2)
Entry from OMol25: 8 unconnected molecules or ions with the total composition H16O8 (the ωB97M-V functional and the def2-TZVPD basis).

Results
Structure (SMILES) ... O.O.O.O.O.O.O.O
Total charge ... 0
HOMO level ... -8.7 eV
E_tot ... -16636.4200 eV
Frontier orbital gap ... 0.31457 Ha

Geometry as XYZ:
```
24
Properties=species:S:1:pos:R:3:forces:R:3:mulliken_charge:R:1
O -3.115506 1.746908 0.652140 -2.02 1.84 -5.83 -0.57
O 1.541579 -0.434001 -0.647177 -0.22 -0.24 -0.09 -0.54
O 1.553752 1.977082 2.950282 -0.02 0.26 -0.02 -0.62
O 2.329086 -2.300187 -3.619843 -0.07 -0.11 0.14 -0.62
O -3.245534 -1.879918 -2.909709 0.06 0.19 0.15 -0.63
O -0.136723 -1.812150 2.129537 -0.25 -0.05 -0.01 -0.58
O 3.611774 1.621094 -0.764209 0.20 0.28 -0.01 -0.58
O -2.416142 1.172231 2.304644 2.16 -2.49 6.07 -0.64
H -0.996064 -1.691903 1.709937 0.14 -0.12 0.01 0.29
H -1.913294 0.466215 1.883127 0.13 0.24 0.29 0.33
H 1.775137 -1.204098 -1.177639 -0.09 0.20 0.10 0.23
H -0.350483 -2.115689 3.019009 0.07 0.08 -0.02 0.30
H -3.805056 -1.268866 -2.417225 -0.02 -0.09 -0.09 0.31
H 1.184923 2.760852 3.372964 -0.01 -0.12 0.00 0.32
H 4.455493 1.155168 -0.757804 -0.12 -0.02 0.03 0.30
H 0.687082 -0.158268 -0.997599 0.15 0.00 0.01 0.27
H -2.389240 -1.438750 -2.943197 -0.04 -0.09 -0.08 0.32
H -3.177419 0.721688 2.687344 0.17 0.04 0.32 0.30
H 1.469358 2.157547 2.007255 0.06 -0.18 0.02 0.30
H -3.714848 1.029636 0.416980 -0.11 0.13 -0.20 0.31
H 3.852467 2.543984 -0.625175 0.01 -0.06 -0.02 0.30
H 2.223383 -3.147465 -4.066985 0.00 0.08 -0.01 0.32
H -2.709952 1.997770 -0.185466 -0.30 0.31 -0.61 0.27
H 2.430207 -2.536292 -2.690856 0.11 -0.06 -0.16 0.31
```
Forces are in eV/Å.

***

(3)
Entry from OMol25: a molecular structure, C41H38BrCoF4N3OPS (the ωB97M-V functional and the def2-TZVPD basis).

Results
Total charge ... +2
HOMO level ... -13.7 eV
E_tot ... -188302.9608 eV
Frontier orbital gap ... 0.27887 Ha

Geometry as XYZ:
```
91
Properties=species:S:1:pos:R:3:forces:R:3:mulliken_charge:R:1
Br 0.989282 3.316720 0.693249 0.18 -0.15 -0.26 -0.08
Co 1.222628 0.863803 -0.445240 0.29 0.96 -0.08 -0.49
S 1.302817 1.505164 -2.566578 0.00 0.38 -0.06 -0.47
P 1.413166 0.233984 1.774569 -0.11 -0.09 0.09 1.96
F 2.171235 5.265070 2.615107 0.00 0.00 0.00 -0.30
F 2.777485 0.238779 4.517225 0.01 -0.01 -0.02 -0.36
F 3.359808 4.838386 4.995254 0.00 0.00 0.00 -0.25
F 3.649972 2.313331 5.934561 0.00 0.00 0.00 -0.26
O -0.669422 1.084224 -0.580508 0.08 -0.47 0.25 0.07
N 3.167297 0.844976 -0.562575 0.03 -0.25 0.19 0.82
N 1.393261 -0.923292 -0.942048 -0.39 -0.14 -0.25 0.74
N -1.152754 1.716471 -1.670346 0.02 0.04 -0.11 0.03
C 1.760896 -3.439359 -2.059311 0.02 -0.01 0.00 0.31
C 2.653688 1.454059 3.992072 -0.01 0.02 0.01 0.17
C -2.414744 0.066500 3.081321 0.02 -0.01 0.00 -0.73
C 2.004584 -4.810263 -2.668992 0.00 0.00 0.01 1.98
C 4.434718 -3.212638 1.891131 0.00 -0.01 0.00 -0.90
C -2.227588 2.990350 -3.817884 -0.01 0.01 -0.01 -0.23
C 5.018502 -0.533035 -1.172638 0.00 0.01 -0.04 -0.25
C 0.353715 -1.741306 -1.097110 0.00 -0.09 0.00 -0.81
C 1.916125 2.946096 2.301465 -0.03 -0.10 0.04 -0.24
C -2.344297 -0.804805 4.158272 -0.02 0.00 0.00 -0.70
C 3.077454 -3.467909 1.742655 0.00 0.00 0.00 -1.04
C 2.625172 -1.321353 -1.308350 -0.02 0.00 0.09 -0.14
C 5.386664 1.673411 -0.392175 0.00 0.03 -0.01 -0.77
C -1.138612 -1.406728 4.495506 0.01 -0.01 0.00 -0.84
C 2.169481 -2.421562 1.754262 0.00 0.00 0.01 -0.85
C -0.343884 2.004112 -2.706354 0.00 -0.18 0.13 0.64
C -1.279153 0.339642 2.333128 -0.03 -0.03 0.06 -0.37
C 2.615497 -1.107768 1.913004 -0.01 -0.02 -0.02 1.04
C 3.661533 -0.317343 -1.025692 0.00 0.01 -0.01 0.42
C 2.829794 -2.558046 -1.874555 0.02 -0.05 0.06 -0.52
C 3.978301 -0.857376 2.054829 -0.01 0.00 0.02 -0.75
C 8.057590 0.532090 0.413882 0.00 0.00 0.00 -1.34
C 3.096515 2.524359 4.757342 0.01 0.00 0.00 0.36
C 7.431311 0.296298 -0.970301 0.01 0.00 0.00 1.79
C 4.026135 1.827424 -0.260059 0.00 0.01 -0.08 -1.34
C 7.810519 -1.101617 -1.456970 -0.01 0.00 0.00 -2.04
C 2.083225 1.630650 2.738236 -0.07 0.04 0.02 0.13
C -3.030691 2.668199 -2.719914 -0.01 0.00 0.01 -0.73
C 2.793113 -4.650771 -3.978574 0.00 0.00 0.00 -1.65
C 2.946488 3.815328 4.281272 -0.01 0.00 0.00 0.45
C 2.830600 -5.631562 -1.664797 0.00 -0.01 -0.01 -1.52
C 0.002756 -1.136896 3.760141 0.01 0.00 0.00 -0.39
C -0.893057 2.661661 -3.810009 -0.02 -0.02 0.00 -0.85
C 0.697163 -5.545822 -2.961824 0.00 0.01 0.00 -2.12
C 4.882083 -1.908406 2.050043 0.00 0.01 0.01 -0.85
C 2.339734 4.025018 3.048048 0.01 0.02 -0.02 0.37
C -2.467277 2.029460 -1.651937 0.02 -0.02 -0.03 -0.41
C 5.926945 0.468765 -0.851405 0.00 0.01 0.01 0.32
C 0.506580 -3.003236 -1.638740 0.02 0.01 0.02 -1.02
C 7.967782 1.337075 -1.965645 0.00 -0.01 -0.01 -1.66
C -0.066854 -0.263705 2.671502 -0.01 0.00 0.00 0.52
H -1.086757 -2.083691 5.337384 0.00 0.00 0.00 0.46
H 2.263523 -5.820021 -0.751233 0.00 0.01 0.00 0.30
H 0.941445 -1.598567 4.036498 -0.01 0.01 0.01 0.40
H 3.601951 2.761935 0.074292 -0.02 0.01 0.01 0.59
H 7.744915 2.356992 -1.650988 0.00 0.00 0.00 0.33
H 0.923373 -6.509994 -3.415509 0.00 0.00 0.00 0.45
H -0.608399 -1.361626 -0.779059 0.02 0.02 -0.03 0.62
H 7.380189 -1.324655 -2.435372 0.01 0.01 -0.01 0.40
H -0.367929 -3.627559 -1.741196 0.00 0.00 -0.01 0.57
H 3.827216 -2.843592 -2.175850 -0.01 0.00 0.01 0.55
H -2.653511 3.500525 -4.670674 0.00 0.00 0.00 0.43
H 3.088714 -6.594132 -2.106966 -0.01 -0.01 0.01 0.47
H 0.067898 -4.991859 -3.661135 0.00 0.00 0.00 0.44
H 3.760275 -5.126223 -1.395700 0.01 -0.01 -0.01 0.33
H 9.051281 1.242830 -2.038654 0.00 0.00 0.00 0.48
H 2.862823 -5.617511 -4.476427 0.02 0.00 0.01 0.48
H -3.356152 0.532925 2.823569 0.00 0.01 0.00 0.46
H -2.990552 1.737208 -0.754673 0.00 0.00 0.00 0.58
H 1.111126 -2.631723 1.656242 0.00 0.00 -0.01 0.67
H -1.335501 1.010741 1.488457 0.01 0.02 0.02 0.18
H 5.141300 -4.032152 1.900603 0.00 0.00 0.00 0.50
H 8.893136 -1.163069 -1.560237 0.00 -0.01 0.01 0.44
H 7.546591 1.185246 -2.960644 0.00 0.00 0.00 0.40
H 6.024869 2.507613 -0.136918 0.00 0.00 0.01 0.57
H 0.125246 -5.744463 -2.053774 0.00 0.00 0.00 0.41
H 5.362402 -1.495906 -1.517979 0.00 0.02 -0.02 0.74
H 7.504523 -1.876654 -0.749836 -0.01 0.00 -0.01 0.37
H -3.231226 -1.015359 4.740805 0.00 0.00 0.00 0.43
H 5.937531 -1.709174 2.183135 0.00 0.00 0.00 0.49
H -4.080819 2.916835 -2.692971 0.00 0.00 -0.01 0.45
H 2.298715 -3.956477 -4.659834 -0.01 -0.01 -0.01 0.36
H 3.812443 -4.301957 -3.807960 -0.01 0.02 0.00 0.34
H -0.244714 2.899650 -4.640751 0.00 0.00 0.00 0.49
H 7.926063 1.560313 0.752464 -0.01 0.00 0.01 0.35
H 2.723990 -4.484762 1.633759 0.00 0.00 0.00 0.57
H 9.128653 0.335919 0.366411 0.00 0.01 0.00 0.47
H 4.342654 0.156735 2.175528 0.00 0.00 0.01 0.39
H 7.626900 -0.135723 1.163101 0.01 -0.01 -0.01 0.16
```
Forces are in eV/Å.

***

(4)
Entry from OMol25: a molecular structure, C30H32N3O2PSV (the ωB97M-V functional and the def2-TZVPD basis).

Results
Multiplicity ... 4
Total charge ... +2
HOMO level (alpha / beta) ... -14.3 / -14.3 eV
E_tot ... -85995.2623 eV
Frontier orbital gap (alpha / beta) ... 0.31850 / 0.31823 Ha

Geometry as XYZ:
```
70
Properties=species:S:1:pos:R:3:forces:R:3:mulliken_spin:R:1
V -0.098829 0.280475 -0.660750 0.02 -0.01 0.07 2.86
S 4.172741 -0.329259 -2.442176 -0.04 -0.04 -0.01 0.01
P 0.901958 0.687436 1.591237 -0.07 -0.01 -0.05 0.04
O -1.863594 1.394460 -0.439260 0.00 0.01 0.00 -0.04
O -4.210608 -5.186397 0.764018 0.00 -0.02 0.01 0.00
N -2.569303 -6.464221 -0.138232 0.00 -0.01 0.01 0.00
N -1.016607 -1.607122 -0.379516 0.04 -0.01 0.00 -0.10
N 1.723250 -0.198605 -1.700015 -0.08 -0.05 -0.01 0.00
C 2.139529 4.313122 0.277527 0.00 0.00 -0.03 0.01
C -2.303953 -4.038522 0.016017 0.04 0.01 0.00 0.01
C -3.115948 1.115185 -1.148723 -0.04 0.04 0.01 0.02
C 2.316752 2.123514 -5.085642 0.04 -0.02 0.01 0.00
C 1.764405 4.558065 2.642064 0.01 0.01 0.00 0.00
C -1.951163 2.703373 0.224882 -0.02 -0.01 -0.01 0.04
C 3.365553 1.425039 -4.522659 0.01 0.05 -0.03 0.00
C 0.761366 1.279157 -3.442376 0.03 0.00 0.02 0.05
C 3.104422 0.654949 -3.390343 -0.02 0.00 0.02 -0.01
C -0.668162 -2.692658 -1.084049 -0.02 0.03 -0.02 0.08
C 1.021614 2.050974 -4.554588 -0.04 -0.03 0.00 0.01
C -0.069417 0.404687 3.101034 -0.01 -0.01 0.03 0.01
C -3.836702 2.447024 -1.194944 0.02 0.00 0.00 0.00
C -3.116560 -5.296877 0.260682 -0.03 0.02 -0.03 0.00
C -2.002751 -1.728137 0.528885 0.07 -0.04 -0.01 0.07
C 2.393531 -0.313515 1.810823 0.01 0.02 0.02 -0.03
C 1.399297 2.423269 1.590905 0.03 -0.03 0.02 -0.02
C 3.666482 0.247291 1.824753 0.02 -0.02 -0.02 0.00
C 1.770207 2.980084 0.364466 0.00 0.03 0.01 0.03
C 2.245696 -1.701207 1.869142 0.05 -0.04 0.01 0.01
C 2.132575 5.103522 1.419586 -0.01 -0.02 0.02 0.00
C -3.413363 3.088412 0.126843 -0.01 0.01 -0.01 0.01
C -2.662157 -2.914527 0.753173 -0.02 0.01 -0.01 0.01
C 2.879062 -0.734640 -1.411799 0.04 0.08 0.01 0.05
C 1.402026 3.221169 2.732160 -0.02 0.01 -0.01 0.00
C 4.636089 -1.954099 1.944928 0.00 0.02 0.00 0.00
C 1.821514 0.589011 -2.848764 0.01 -0.01 -0.01 -0.02
C 3.364330 -2.517303 1.942241 -0.03 -0.01 0.01 0.01
C -1.286661 -3.918969 -0.920365 0.00 0.01 0.02 -0.01
C 4.784899 -0.575798 1.888797 0.00 0.01 0.01 0.00
H -1.601359 -6.555012 -0.386925 0.00 0.00 0.00 0.00
H -1.300467 3.394111 -0.313031 0.00 0.01 -0.01 -0.01
H 3.026876 -1.376098 -0.552855 0.02 0.00 -0.01 -0.01
H -3.465561 -2.985762 1.473245 0.00 -0.01 0.00 0.00
H -0.972760 1.015021 3.103569 0.01 0.02 -0.02 0.00
H -2.254188 -0.830852 1.081400 -0.01 0.00 0.00 0.00
H 1.763452 5.174333 3.531022 0.00 0.00 0.00 0.00
H -0.258313 1.186329 -3.064270 0.00 0.06 -0.06 -0.02
H -0.360635 -0.645031 3.142547 0.01 0.00 0.00 0.00
H -3.490583 3.041127 -2.041989 0.00 0.01 0.01 0.00
H 1.259000 -2.153853 1.859818 -0.02 0.02 0.00 -0.01
H -3.667405 0.369478 -0.575204 0.00 -0.01 0.00 0.00
H -2.868913 0.706753 -2.128543 0.01 -0.01 -0.01 -0.01
H -0.981071 -4.745852 -1.546464 -0.01 0.00 0.00 0.00
H -4.913667 2.324045 -1.282787 0.00 -0.02 0.00 0.00
H 2.416652 6.145364 1.358588 0.00 0.00 -0.01 0.00
H 0.520743 0.628099 3.988988 0.00 -0.01 0.00 0.00
H 5.772457 -0.134183 1.906879 0.00 -0.01 0.00 0.00
H -1.583025 2.581699 1.241616 -0.01 0.00 0.01 -0.01
H 5.508321 -2.591190 2.004826 0.00 0.00 0.00 0.00
H 0.221054 2.591733 -5.040288 -0.01 0.00 0.02 0.00
H 2.492800 2.730950 -5.962490 0.01 -0.01 0.00 0.00
H 2.432938 4.733799 -0.675208 0.00 0.00 0.01 0.00
H 1.122254 2.812663 3.694517 0.00 0.00 0.00 0.00
H -3.548674 4.167601 0.136601 0.01 0.00 0.00 0.00
H 3.793613 1.322077 1.785507 -0.01 0.00 0.00 0.00
H 4.357522 1.478832 -4.950078 0.00 -0.01 0.01 0.00
H 1.803994 2.366226 -0.535170 0.00 -0.01 0.00 -0.02
H -3.979733 2.667598 0.958582 0.00 -0.01 0.00 0.00
H -3.090550 -7.307410 0.045306 0.00 0.00 0.00 0.00
H 3.246436 -3.591180 2.003970 0.00 0.00 0.00 0.00
H 0.127225 -2.562308 -1.807488 0.00 0.00 0.00 0.00
```
Forces are in eV/Å.

***

(5)
Entry from OMol25: a molecular structure, C7H14N2 (the ωB97M-V functional and the def2-TZVPD basis).

Results
Total charge ... 0
HOMO level ... -8.4 eV
E_tot ... -10457.4485 eV
Frontier orbital gap ... 0.34131 Ha

Geometry as XYZ:
```
23
Properties=species:S:1:pos:R:3:forces:R:3:mulliken_charge:R:1
N -0.439113 0.009950 1.229768 2.33 -0.38 0.18 -0.51
N -2.979471 -0.641351 -0.291777 0.71 -0.89 4.18 -0.60
C -0.985425 1.073014 0.356971 1.01 -4.73 -1.47 -0.29
C 0.833107 -2.016143 -0.156153 -0.17 4.86 -0.15 -0.78
C 1.674371 0.896566 -0.264910 0.09 -0.09 -2.03 -0.63
C -0.370499 -0.827855 -0.039952 2.58 -0.53 -2.65 -0.23
C 1.869557 -0.753680 0.148227 4.02 -0.85 1.12 -0.73
C -1.607529 -0.082943 -0.478815 -1.72 0.30 -4.85 -0.20
C 0.236298 1.729832 -0.119646 3.93 3.22 -2.09 -0.71
H 0.408653 -0.372332 -0.925880 -3.57 -0.07 2.41 0.15
H 3.027694 -1.003992 -0.018043 -2.32 0.38 -0.75 0.34
H -2.900729 -1.444060 0.671048 -0.74 3.61 -3.47 0.33
H 0.960574 -2.787873 0.569820 -0.19 -0.48 0.51 0.37
H 2.481974 1.535621 0.188191 -0.79 -0.99 0.30 0.38
H -1.619738 0.230477 -1.606711 0.10 -0.73 1.51 0.27
H 0.452319 2.453640 0.663456 0.12 -0.10 0.49 0.39
H -1.591042 1.759808 0.727328 -3.11 2.84 2.06 0.67
H 1.115223 -2.293494 -1.157845 -0.92 -0.50 -0.45 0.32
H -3.597066 0.213705 -0.072646 0.84 -2.08 0.11 0.29
H 1.974278 1.093272 -1.408631 -0.72 -1.21 2.17 0.25
H 1.949473 -0.988173 1.198407 -0.26 1.55 0.90 0.35
H -1.149538 -0.381899 1.821321 -0.46 -0.25 0.14 0.29
H 0.256620 2.597906 -1.033529 -0.76 -2.89 1.84 0.25
```
Forces are in eV/Å.